1.
{
  "formula": "C27H26MoN2O2PS5Sb",
  "method": "wB97M-V/def2-TZVPD",
  "symbols": ["Mo", "S", "Sb", "S", "S", "O", "N", "C", "C", "C", "C", "C", "C", "C", "P", "C", "C", "C", "C", "C", "C", "C", "C", "C", "C", "C", "C", "H", "H", "H", "H", "H", "H", "H", "H", "H", "H", "H", "H", "H", "H", "H", "H", "C", "O", "C", "S", "S", "H", "H", "H", "N", "C", "C", "C", "C", "C", "C", "H", "H", "H", "H", "H", "H", "H"],
  "coordinates": [[0.75, 1.37, -0.39], [3.86, 4.33, -0.50], [4.07, 2.11, -1.24], [2.90, 0.83, 0.56], [1.93, 2.08, -2.42], [1.07, 3.32, 0.28], [0.37, 2.55, 1.06], [-0.25, 2.93, 2.12], [-0.96, 2.00, 2.95], [-1.58, 2.49, 4.11], [-2.18, 1.64, 5.01], [-2.18, 0.27, 4.78], [-1.61, -0.23, 3.62], [-1.00, 0.62, 2.70], [-0.37, -0.16, 1.18], [0.83, -1.38, 1.76], [1.15, -2.49, 0.98], [2.18, -3.33, 1.36], [2.91, -3.06, 2.50], [2.61, -1.95, 3.28], [1.57, -1.11, 2.91], [-1.81, -1.13, 0.63], [-2.78, -0.46, -0.11], [-3.92, -1.12, -0.53], [-4.11, -2.46, -0.19], [-3.16, -3.12, 0.57], [-2.01, -2.47, 0.99], [0.24, 4.49, -0.53], [-0.20, 3.97, 2.41], [-1.57, 3.56, 4.29], [-2.65, 2.04, 5.90], [-2.64, -0.40, 5.49], [-1.64, -1.29, 3.42], [0.58, -2.73, 0.09], [2.42, -4.19, 0.75], [3.73, -3.71, 2.78], [3.18, -1.74, 4.16], [1.34, -0.24, 3.51], [-2.63, 0.58, -0.35], [-4.67, -0.60, -1.10], [-4.99, -2.98, -0.51], [-3.31, -4.15, 0.85], [-1.29, -2.99, 1.59], [-1.90, 3.11, -4.43], [-1.40, 4.11, -3.56], [-1.03, 3.80, -2.35], [-0.42, 5.18, -1.52], [-1.34, 2.28, -1.70], [-1.99, 3.60, -5.40], [-2.87, 2.75, -4.09], [-1.20, 2.27, -4.49], [0.36, -0.47, -1.65], [1.41, -0.96, -2.51], [2.59, -1.44, -1.97], [3.58, -1.93, -2.81], [3.37, -1.95, -4.18], [2.19, -1.46, -4.72], [1.21, -0.97, -3.88], [-0.44, -0.22, -2.24], [0.05, -1.25, -1.06], [2.74, -1.44, -0.89], [4.50, -2.30, -2.39], [4.14, -2.34, -4.83], [2.03, -1.48, -5.78], [0.28, -0.59, -4.30]],
  "mulliken_spin": [1.238, 0.047, 0.109, -0.408, 0.042, -0.020, -0.014, 0.056, -0.007, 0.017, -0.006, 0.012, -0.008, 0.028, -0.026, -0.027, 0.002, -0.001, 0.005, -0.006, 0.013, -0.014, 0.017, 0.000, 0.000, 0.000, -0.004, 0.002, -0.002, 0.000, 0.000, 0.000, 0.002, -0.001, 0.000, 0.000, 0.000, 0.002, -0.004, 0.000, 0.000, 0.000, -0.001, 0.003, -0.001, 0.005, 0.004, -0.013, 0.001, 0.000, -0.002, -0.035, 0.003, 0.002, 0.007, 0.000, 0.002, -0.004, -0.003, 0.007, -0.021, 0.001, 0.000, 0.000, 0.001],
  "de_lowest_ev": 1.870,
  "e_tot_ev": -107348.5362,
  "total_charge": 1,
  "multiplicity": 2,
  "orbital_gap_ev": [4.60, 4.53]
}

2.
{
  "formula": "C7H12",
  "method": "wB97M-V/def2-TZVPD",
  "symbols": ["C", "C", "C", "C", "C", "C", "C", "H", "H", "H", "H", "H", "H", "H", "H", "H", "H", "H", "H"],
  "coordinates": [[2.06, -0.68, 0.90], [1.32, 0.44, 0.18], [0.50, -0.03, -1.06], [-0.77, 0.19, -0.24], [-2.14, 0.53, -0.74], [-1.89, -0.79, -0.06], [0.01, 0.88, 0.88], [2.88, -1.04, 0.27], [1.39, -1.53, 1.12], [2.46, -0.30, 1.85], [2.00, 1.26, -0.03], [0.61, 0.63, -1.93], [0.68, -1.07, -1.36], [-2.28, 0.54, -1.81], [-2.69, 1.29, -0.19], [-1.88, -1.68, -0.69], [-2.30, -0.93, 0.94], [-0.14, 0.46, 1.88], [-0.12, 1.97, 0.91]],
  "nbo_charge": [-0.603, -0.199, -0.395, -0.061, -0.414, -0.410, -0.395, 0.207, 0.203, 0.208, 0.197, 0.207, 0.201, 0.212, 0.212, 0.212, 0.212, 0.200, 0.207],
  "de_lowest_ev": 1.263,
  "e_tot_ev": -7452.1683,
  "orbital_gap_ev": 10.87
}

3.
{
  "formula": "C32H20N8S2Ti",
  "method": "wB97M-V/def2-TZVPD",
  "symbols": ["Ti", "N", "C", "C", "N", "C", "C", "N", "C", "C", "N", "H", "H", "H", "H", "H", "H", "S", "C", "S", "C", "C", "N", "C", "N", "N", "C", "C", "C", "C", "C", "C", "C", "C", "C", "H", "H", "H", "H", "N", "C", "C", "C", "C", "C", "C", "C", "C", "C", "C", "C", "C", "C", "H", "H", "H", "H", "H", "H", "H", "H", "H", "H"],
  "coordinates": [[-0.54, -0.67, 0.12], [1.40, -3.91, -1.63], [0.73, -3.63, -2.84], [-0.17, -2.65, -2.57], [-0.17, -2.34, -1.23], [0.78, -3.14, -0.66], [1.01, -3.06, 0.70], [0.22, -2.25, 1.46], [0.62, -2.48, 2.76], [1.62, -3.38, 2.81], [1.87, -3.82, 1.49], [1.82, -4.80, -1.42], [1.00, -4.10, -3.76], [-0.80, -2.12, -3.25], [0.18, -1.93, 3.58], [2.19, -3.74, 3.65], [2.81, -4.01, 1.18], [-0.67, 2.24, 1.06], [-2.30, 1.70, 1.20], [-2.65, 0.02, 1.23], [-3.31, 2.66, 1.27], [-3.02, 4.05, 1.30], [-2.76, 5.17, 1.33], [-4.69, 2.29, 1.30], [-5.81, 2.02, 1.34], [-5.80, 1.64, -8.09], [-5.15, 1.45, -7.16], [-4.33, 1.22, -5.99], [-4.56, 0.11, -5.19], [-3.77, -0.12, -4.08], [-2.72, 0.76, -3.75], [-2.51, 1.88, -4.57], [-3.30, 2.11, -5.68], [-1.88, 0.51, -2.63], [-1.17, 0.33, -1.65], [-5.37, -0.57, -5.43], [-3.95, -0.97, -3.44], [-1.71, 2.57, -4.31], [-3.13, 2.98, -6.30], [0.23, 0.80, 1.08], [1.46, 0.84, 1.81], [2.66, 0.96, 1.05], [3.91, 1.36, 1.59], [5.07, 1.42, 0.83], [5.08, 1.11, -0.52], [3.85, 0.77, -1.10], [2.70, 0.71, -0.35], [1.39, 0.69, 3.23], [0.13, 0.74, 3.90], [0.01, 0.53, 5.25], [1.12, 0.22, 6.05], [2.36, 0.16, 5.42], [2.50, 0.39, 4.06], [3.96, 1.67, 2.62], [5.99, 1.74, 1.32], [5.99, 1.15, -1.11], [3.79, 0.55, -2.16], [1.77, 0.47, -0.88], [-0.76, 0.92, 3.32], [-0.98, 0.58, 5.70], [1.01, 0.05, 7.12], [3.24, -0.10, 5.99], [3.48, 0.26, 3.63]],
  "mulliken_spin": [1.056, 0.092, 0.063, -0.048, 0.157, 0.201, 0.191, 0.173, -0.051, 0.103, 0.098, 0.003, 0.007, 0.003, -0.006, 0.009, 0.010, -0.006, 0.017, -0.023, 0.013, 0.000, 0.002, -0.002, 0.001, 0.006, -0.003, 0.016, -0.007, 0.011, -0.010, 0.013, -0.006, 0.038, -0.066, 0.000, 0.000, 0.001, 0.000, -0.057, 0.023, -0.016, -0.002, 0.000, 0.002, 0.005, 0.004, -0.015, 0.002, 0.002, -0.002, 0.002, 0.004, 0.000, 0.000, 0.000, 0.000, -0.006, -0.002, 0.000, 0.000, 0.000, 0.002],
  "e_tot_ev": -90214.6993,
  "total_charge": -2,
  "multiplicity": 3,
  "orbital_gap_ev": [4.52, 4.52]
}

4.
{
  "formula": "C6H14N2",
  "method": "wB97M-V/def2-TZVPD",
  "symbols": ["C", "C", "C", "C", "C", "N", "C", "N", "H", "H", "H", "H", "H", "H", "H", "H", "H", "H", "H", "H", "H", "H"],
  "coordinates": [[2.63, 0.30, 0.00], [1.26, -0.22, 0.62], [0.15, 0.69, 0.13], [-0.17, 0.38, -1.35], [1.13, 0.39, -2.12], [-1.64, -1.42, 0.97], [-2.69, -0.85, 1.56], [-2.84, 0.46, 1.61], [2.66, 1.38, 0.17], [2.07, 0.36, -1.18], [3.56, -0.11, 0.37], [1.19, -0.27, 1.71], [1.13, -1.24, 0.23], [0.46, 1.73, 0.25], [-0.69, 0.49, 0.76], [-0.66, -0.59, -1.28], [-0.96, 1.06, -1.65], [-1.75, -2.42, 0.91], [1.30, -0.54, -2.67], [1.17, 1.20, -2.87], [-3.58, -1.47, 1.77], [-3.73, 0.70, 2.05]],
  "mulliken_spin": [0.530, -0.049, 0.037, -0.026, 0.456, 0.001, 0.000, 0.000, -0.027, 0.022, 0.023, 0.032, 0.006, -0.008, -0.004, 0.005, 0.018, 0.000, -0.018, 0.001, 0.000, 0.000],
  "de_lowest_ev": 1.516,
  "e_tot_ev": -9425.8100,
  "total_charge": -1,
  "multiplicity": 2,
  "orbital_gap_ev": [6.60, 6.01]
}

5.
{
  "formula": "C4H6OS",
  "method": "wB97M-V/def2-TZVPD",
  "symbols": ["C", "C", "C", "C", "O", "S", "H", "H", "H", "H", "H", "H"],
  "coordinates": [[-1.62, -1.45, -0.48], [-1.15, -1.07, 0.67], [0.87, 0.16, 0.10], [0.42, 1.53, 0.12], [3.35, 0.11, -0.34], [2.23, -0.78, 0.10], [-2.62, -1.80, -0.56], [-1.06, -1.66, -1.42], [-1.40, -0.91, 1.65], [-0.17, 1.64, -0.81], [1.25, 2.37, 0.00], [-0.10, 1.84, 0.98]],
  "mulliken_spin": [-0.089, 0.785, 0.314, 0.022, 0.521, 0.277, 0.048, 0.033, 0.036, 0.029, 0.011, 0.013],
  "de_lowest_ev": 5.578,
  "e_tot_ev": -17119.3165,
  "multiplicity": 3,
  "orbital_gap_ev": [5.75, 5.75]
}